[1]
Entry from OMol25: a molecular structure, C33H29Cl2Ge2N4O2Pd (ωB97M-V/def2-TZVPD).

Geometry (Å):
Pd -0.85979 1.09926 -0.00834
Cl -3.88996 7.53382 -0.51055
C -2.64824 6.31914 -0.29567
C -3.02791 5.00674 -0.07295
C -2.07884 3.99514 0.10523
N -2.40372 2.65289 0.23094
C -3.63536 2.23341 0.50348
O -4.62379 2.87148 0.90780
C -3.84757 0.75600 0.22000
C -4.99499 0.12898 0.68979
C -5.25387 -1.17759 0.31313
C -4.35781 -1.81370 -0.53190
C -3.23311 -1.11823 -0.94035
N -2.97479 0.13852 -0.58242
C -0.69495 4.32645 0.06853
C -0.34786 5.66227 -0.16415
C -1.30430 6.64488 -0.34640
Cl -0.78154 8.29084 -0.63230
N 0.25772 3.31394 0.15881
C 1.43982 3.61824 0.70223
O 1.71283 4.60199 1.42066
C 2.62772 2.70337 0.39732
C 3.86656 3.10364 0.91231
C 4.99780 2.36913 0.61169
C 4.86969 1.25562 -0.20764
C 3.60539 0.93939 -0.67393
N 2.50949 1.63673 -0.38528
H -4.07654 4.76170 -0.03230
H -5.66144 0.70452 1.31788
H -6.13877 -1.69370 0.66780
H -4.51455 -2.83315 -0.86034
H -2.50336 -1.58786 -1.58721
H 0.69266 5.94049 -0.20093
H 3.88769 3.98886 1.52991
H 5.96872 2.65875 0.99890
H 5.72399 0.64736 -0.47784
H 3.46704 0.07498 -1.31734
C 1.46295 -4.12333 -2.57642
Ge 0.81724 -2.24165 -2.29767
C -0.81472 -2.27162 -3.44672
C 2.10356 -1.21465 -3.42307
Ge 0.30335 -0.95273 -0.19403
C -0.81754 -2.35022 0.78554
C -1.55873 -1.88856 1.88126
C -2.33541 -2.74319 2.65245
C -2.40445 -4.09416 2.33381
C -1.67106 -4.58170 1.25993
C -0.88072 -3.71752 0.50719
C 1.91982 -1.40561 0.92711
C 2.15148 -0.60482 2.05013
C 3.22112 -0.84191 2.90409
C 4.09555 -1.89160 2.64731
C 3.88142 -2.70498 1.54192
C 2.80331 -2.46158 0.69672
H 1.57894 -4.27041 -3.65437
H 0.74167 -4.85543 -2.20419
H 2.42552 -4.31724 -2.09621
H -0.55455 -2.50679 -4.48326
H -1.30572 -1.29510 -3.42541
H -1.53157 -3.02057 -3.09626
H 2.00418 -1.48261 -4.47956
H 3.13882 -1.39730 -3.12065
H 1.90434 -0.14552 -3.31259
H -1.52622 -0.82892 2.11494
H -2.90225 -2.36053 3.49495
H -3.02928 -4.76291 2.91644
H -1.71631 -5.63843 1.01440
H -0.29886 -4.11481 -0.31949
H 1.48406 0.23312 2.23325
H 3.38408 -0.20301 3.76540
H 4.94562 -2.06547 3.29796
H 4.55977 -3.52847 1.34126
H 2.64652 -3.10410 -0.16474

## Properties
Orbital gap (alpha / beta): 5.8 / 6.0 eV
Expectation value of S²: 0.754
Largest force on an atom: 1.45 eV Å⁻¹
ΔE to the lowest compared entry with this formula, charge and spin: 0.00 kcal per mole
2S+1: 2
Net charge: -2
E: -6846.6345 Eh


[2]
Entry from OMol25: 2 unconnected molecules or ions with the total composition CH10N3 (ωB97M-V/def2-TZVPD).

Geometry (Å):
N 1.85696 0.61139 1.74129
H 0.68200 -0.13094 0.33490
H 1.63185 1.50038 1.95449
H 1.48578 0.04764 2.53686
H 2.84038 0.49711 1.90770
N -1.80155 0.45523 -0.62615
C -0.71651 -0.16143 -1.27182
N 0.31509 -0.79778 -0.30777
H -2.66238 0.20101 -1.12607
H -1.86750 0.53192 0.35337
H -1.04964 -1.05888 -1.84699
H -0.14897 0.44012 -1.91620
H 1.10460 -1.43814 -0.56146
H -0.31053 -1.50364 0.34272

## Properties
Orbital gap: 10.6 eV
Largest force on an atom: 5.28 eV Å⁻¹
ΔE to the lowest compared entry with this formula, charge and spin: 28.31 kcal per mole
Net charge: +1
E: -208.0894 Eh


[3]
Entry from OMol25: 4 unconnected molecules or ions with the total composition C37H32FN5O13S3 (ωB97M-V/def2-TZVPD).

Geometry (Å):
N 2.47403 -2.47933 3.17562
C 2.03776 -1.17391 3.05638
C 2.55651 -0.12979 1.85710
C 2.25263 -0.84932 0.41546
C 0.64772 -1.04490 -0.01262
C -0.60562 -0.49536 0.94297
C -1.37259 0.71984 0.09875
C -2.49428 1.52338 0.98481
S -4.10808 0.54049 1.19220
C -5.06487 0.52146 -0.42665
S -4.93498 1.69669 -1.66978
N -6.06707 -0.60207 -0.66508
C -5.97732 -1.84732 -1.52678
C -7.33046 -2.82034 -1.43993
N -8.20071 -2.01387 -0.46319
C -7.46060 -0.73257 -0.05378
C 0.27795 -1.80322 -1.42188
C -1.22490 -2.12516 -1.99242
C -2.23427 -2.84558 -0.90946
O -1.78408 -3.80024 -0.08518
C 1.54658 -2.31986 -2.38178
N 1.40983 -3.02925 -3.71283
S 2.97609 -3.40176 -4.39384
N 3.95375 -2.71167 -3.07411
C 3.11933 -2.10702 -1.96667
C 3.51014 -1.35516 -0.56329
C 5.07684 -1.12966 -0.13670
C 6.12499 -0.97813 -1.38809
F 6.88168 -2.23878 -1.69394
H 3.16829 -2.66578 2.41709
H 1.21913 -0.78506 3.82486
H 3.68628 0.06808 2.08889
H 1.91706 0.87580 1.86729
H -1.33840 -1.35746 1.27360
H -0.22840 0.01208 1.93977
H -1.89179 0.34853 -0.88198
H -0.53773 1.49575 -0.22491
H -2.09812 1.93345 2.02150
H -2.80539 2.49589 0.36742
H -5.05745 -2.14959 -2.18673
H -7.55223 -3.84174 -1.97905
H -8.04991 -0.02204 0.66974
H -1.11017 -2.90150 -2.89201
H -1.71202 -1.15954 -2.49770
H -3.35097 -2.50007 -0.84024
H 5.14331 -0.10771 0.47663
H 5.43014 -2.00268 0.55774
H 6.91903 -0.17119 -1.08412
H 5.49308 -0.64246 -2.33682
C 0.82976 5.05152 -2.43110
C 1.92768 5.75603 -2.71213
C 3.27706 5.12642 -2.69220
O 4.26568 5.79469 -2.97338
C 3.36886 3.70476 -2.32469
C 2.27116 3.00132 -2.04033
C 0.91983 3.62410 -2.08724
O -0.07220 2.94717 -1.83867
O 2.35045 1.66556 -1.69153
O 1.85114 7.09875 -3.03363
H -0.15748 5.49594 -2.44402
H 4.35720 3.26416 -2.29668
H 1.42348 1.38133 -1.53517
H 2.77747 7.38136 -3.19584
C 7.40493 4.64202 1.64301
C 6.53632 3.81054 1.06433
C 6.57877 3.54383 -0.40015
O 5.77953 2.76027 -0.90041
C 7.59318 4.24820 -1.19981
C 8.45947 5.08228 -0.62145
C 8.43442 5.32750 0.84666
O 9.25543 6.08557 1.35206
O 9.41364 5.74961 -1.36740
O 5.56421 3.16467 1.80594
H 7.38684 4.84329 2.70672
H 7.60153 4.05894 -2.26557
H 9.91853 6.29027 -0.72144
H 5.06328 2.61946 1.16088
C -7.40899 -5.87272 2.57729
C -7.82263 -6.31046 3.76809
C -8.85654 -5.57390 4.54664
O -9.23037 -6.01081 5.62940
C -9.39181 -4.32816 3.97546
C -8.97550 -3.88878 2.78622
C -7.96212 -4.63996 1.99571
O -7.61274 -4.22067 0.89740
O -9.47236 -2.71739 2.24476
O -7.30539 -7.46692 4.32233
H -6.65978 -6.39940 1.99968
H -10.12954 -3.79332 4.55977
H -9.01736 -2.61604 1.38035
H -7.76480 -7.57140 5.18390

## Properties
Orbital gap: 6.3 eV
Largest force on an atom: 8.28 eV Å⁻¹
Net charge: 0
E: -3974.6597 Eh
Structure (SMILES): [H]/N=C\Cc1c(CCCSC(=S)n2ccnc2)c(CC=O)c2nsnc2c1CCF.O=C1C=C(O)C(=O)C=C1O.O=C1C=C(O)C(=O)C=C1O.O=C1C=C(O)C(=O)C=C1O


[4]
Entry from OMol25: a single C5H12O molecule (ωB97M-V/def2-TZVPD).

Geometry (Å):
C -0.49790 -2.90022 0.63523
C -0.58964 -1.37891 0.59057
C 0.53632 -0.62638 -0.11566
O -0.04526 0.59873 -0.50881
C 0.75090 1.75553 -0.49377
C -0.21039 2.92902 -0.57014
H -1.47426 -3.31339 0.91083
H 0.23095 -3.26310 1.36725
H -0.23288 -3.31524 -0.34420
H -0.69316 -0.97369 1.60438
H -1.49697 -1.08919 0.05090
H 1.40258 -0.45762 0.54483
H 0.90175 -1.18092 -0.99669
H 1.45638 1.77091 -1.34065
H 1.34658 1.80007 0.43295
H 0.32077 3.88518 -0.58625
H -0.88308 2.90915 0.29314
H -0.82270 2.85008 -1.47389

## Properties
Orbital gap: 10.9 eV
Largest force on an atom: 0.28 eV Å⁻¹
ΔE to the lowest compared entry with this formula, charge and spin: 16.27 kcal per mole
Net charge: 0
E: -272.9227 Eh
Structure (SMILES): CCCOCC


[5]
Entry from OMol25: 3 unconnected molecules or ions with the total composition C34H33ClFIN2O5S2 (ωB97M-V/def2-TZVPD).

Geometry (Å):
C 2.13690 -3.55156 2.15027
C 3.17907 -3.79302 1.03866
C 3.74918 -2.50946 0.40935
I 5.16755 -3.06500 -1.13862
C 2.62276 -1.63986 -0.14495
C 2.04720 -1.86071 -1.39031
C 0.98778 -1.04523 -1.80519
C 0.55077 -0.02627 -0.97497
C 1.14335 0.22179 0.27568
C 2.18969 -0.59534 0.68359
N 0.69442 1.28540 1.12875
C 1.19715 2.59710 0.61811
C 0.18232 3.72059 0.75720
O -0.42743 4.15832 -0.18182
O -0.01216 4.25444 1.99117
C -0.72990 1.25584 1.28224
C -1.60473 1.16058 0.18741
C -2.97971 1.14231 0.34866
C -3.50394 1.21319 1.65226
C -5.02100 1.14808 1.80110
C -5.48815 -0.30826 1.48104
C -6.57573 -0.38685 0.39229
C -5.99535 -0.56511 -1.02078
S -7.35169 -1.14291 -2.08461
O -7.94216 -2.33803 -1.55181
O -8.27930 -0.04195 -2.15916
Cl -6.59754 -1.39170 -3.97037
C -2.65033 1.30184 2.73788
N -3.16607 1.35142 4.09926
C -2.84316 0.34428 4.72804
O -2.38481 -0.55212 5.29871
C -1.26167 1.33093 2.56446
F -0.43386 1.43001 3.59366
S -0.82654 1.03219 -1.41911
H 1.55720 -4.47638 2.25179
H 2.59646 -3.37604 3.12747
H 1.41569 -2.76455 1.92521
H 3.99566 -4.37373 1.48023
H 2.70680 -4.41447 0.27121
H 4.30341 -1.94160 1.15732
H 2.39292 -2.67570 -2.01470
H 0.49349 -1.20844 -2.75678
H 2.64398 -0.43555 1.65662
H 2.13406 2.86546 1.11726
H 1.39936 2.50328 -0.45202
H -0.28610 5.16631 1.82234
H -3.63859 1.04327 -0.50573
H -5.47650 1.86660 1.11466
H -5.28965 1.42502 2.82168
H -4.62542 -0.92380 1.20909
H -5.90370 -0.77206 2.38137
H -7.22871 0.48869 0.38115
H -7.19223 -1.26965 0.58837
H -5.66796 0.37478 -1.47235
H -5.20517 -1.31849 -1.08516
C 9.12816 -3.71780 0.21567
C 8.46813 -4.45918 -0.75352
C 9.13045 -5.48623 -1.41302
C 10.45057 -5.77704 -1.09614
C 11.10950 -5.03697 -0.12367
C 10.44984 -4.00482 0.52971
H 8.61117 -2.91470 0.72701
H 7.43336 -4.23108 -0.99200
H 8.61713 -6.06099 -2.17382
H 10.96585 -6.58062 -1.60701
H 12.13844 -5.26450 0.12469
H 10.96562 -3.42458 1.28438
C -2.48384 4.78412 -2.23770
C -3.72432 4.24038 -2.54535
C -4.78029 5.06816 -2.90465
C -4.59282 6.44209 -2.96510
C -3.35194 6.98670 -2.66109
C -2.29955 6.15838 -2.29403
H -1.66658 4.14076 -1.95668
H -3.86856 3.16687 -2.50428
H -5.74862 4.64301 -3.13838
H -5.41359 7.08839 -3.24937
H -3.20566 8.05857 -2.71001
H -1.33349 6.58322 -2.05191

## Properties
Orbital gap: 8.6 eV
Largest force on an atom: 2.92 eV Å⁻¹
Net charge: 0
E: -3455.2249 Eh
Structure (SMILES): CC[C@@H](I)c1ccc2c(c1)N(CC(=O)O)c1c(cc(CCCCS(=O)(=O)Cl)c(N=C=O)c1F)S2.c1ccccc1.c1ccccc1


[6]
Entry from OMol25: a molecular structure, C45H36BIN3O4P2SV (ωB97M-V/def2-TZVPD).

Geometry (Å):
V 0.16861 -0.64395 0.27552
N -2.65504 -0.20293 -0.61336
P -1.49138 1.06538 -0.43006
C -2.78917 2.29885 -0.00048
C -2.90276 3.52120 -0.65997
C -3.98585 4.35061 -0.41511
C -4.96650 3.97040 0.49048
C -4.83657 2.77573 1.18242
C -3.75025 1.94535 0.94395
C -1.17921 1.52875 -2.18664
C 0.12595 1.68508 -2.63997
C 0.38225 1.94213 -3.98088
C -0.66541 2.03188 -4.88113
C -1.97439 1.88504 -4.43695
C -2.22937 1.64200 -3.09891
P -1.77554 -1.64639 -0.66276
C -3.03283 -2.83892 -0.10994
C -3.12838 -4.11045 -0.66973
C -4.06658 -5.01124 -0.19325
C -4.90336 -4.65240 0.85536
C -4.80346 -3.39166 1.42347
C -3.86941 -2.48448 0.94487
C -1.67745 -1.96463 -2.47172
C -2.82259 -2.23467 -3.22197
C -2.75084 -2.31790 -4.60278
C -1.54378 -2.10696 -5.25417
C -0.40401 -1.82553 -4.51931
C -0.46988 -1.76502 -3.13396
H -3.50716 -0.08240 -1.14816
H -2.14171 3.82788 -1.36629
H -4.06575 5.29741 -0.93436
H -5.82431 4.60823 0.66128
H -5.57975 2.47878 1.91136
H -3.63902 1.02374 1.49817
H 0.94950 1.61070 -1.93837
H 1.40464 2.06402 -4.31612
H -0.46707 2.21802 -5.92903
H -2.79983 1.96279 -5.13354
H -3.25499 1.54954 -2.76212
H -2.46444 -4.38886 -1.47814
H -4.14868 -5.99533 -0.63694
H -5.63089 -5.36073 1.23075
H -5.45003 -3.11136 2.24510
H -3.77020 -1.50469 1.39425
H -3.77342 -2.38213 -2.72285
H -3.63865 -2.54994 -5.17811
H -1.49357 -2.16551 -6.33414
H 0.54073 -1.64484 -5.01624
H 0.42911 -1.58293 -2.56648
O 1.62835 -1.62712 -0.61600
S 2.68899 -0.66864 -0.20933
O 3.65848 -0.47097 -1.24680
N 1.83283 0.57986 0.24636
C 2.50683 1.80686 0.42021
C 3.89058 1.87115 0.35089
C 4.59425 3.08050 0.38224
C 3.93776 4.25959 0.55494
C 2.55140 4.24102 0.79428
C 1.87026 5.41426 1.18441
C 0.57750 5.32670 1.59741
C -0.06338 4.07958 1.52476
N 0.48847 2.99236 1.04134
C 1.80655 3.02687 0.72333
C 3.51579 -1.31580 1.22409
C 3.07997 -0.98138 2.49595
C 3.71656 -1.54619 3.58848
C 4.78167 -2.41654 3.40058
C 5.22043 -2.72782 2.11987
C 4.58309 -2.17525 1.02091
H 4.45583 0.96120 0.22978
H 5.67108 3.05886 0.27706
H 4.46799 5.20353 0.56571
H 2.41693 6.34930 1.20824
H 0.03594 6.18693 1.96703
H -1.07571 3.98203 1.88815
H 2.24536 -0.30506 2.63956
H 3.36881 -1.31240 4.58548
H 5.27811 -2.85582 4.25643
H 6.05166 -3.40542 1.97765
H 4.89961 -2.39878 0.00988
O -0.22609 -3.59739 0.08787
B 0.38092 -2.58404 0.87912
O 1.36017 -3.19902 1.66972
C 1.42778 -4.51187 1.28932
C 2.30256 -5.49081 1.70207
C 2.16212 -6.74952 1.12035
C 1.18332 -7.00314 0.16886
C 0.30326 -6.00418 -0.24426
C 0.45653 -4.76190 0.32690
H 3.06003 -5.28757 2.44748
H 2.84319 -7.54185 1.40270
H 1.09848 -7.99271 -0.26027
H -0.46097 -6.19046 -0.98713
I -1.02767 -0.22848 2.62741

## Properties
Orbital gap (alpha / beta): 7.5 / 7.6 eV
Expectation value of S²: 2.028
Largest force on an atom: 2.16 eV Å⁻¹
ΔE to the lowest compared entry with this formula, charge and spin: 4.44 kcal per mole
2S+1: 3
Net charge: 0
E: -4549.2393 Eh


Question: The lowest net charge belongs to which entry?
Answer: C33H29Cl2Ge2N4O2Pd


Question: Which of these has the highest E?
Answer: CH10N3


Question: Which of these has the lowest net charge?
Answer: C33H29Cl2Ge2N4O2Pd